No. 1
The following is a quantum chemistry calculation of a structure of composition C3H7N3 at a distorted geometry, from OMol25.

Cartesian coordinates (Å):
H 1.359 -1.174 0.398
H -1.316 -0.433 1.013
N -0.614 0.207 -1.481
H -1.279 1.997 -1.918
H 0.706 1.670 -1.978
C -0.361 1.443 -1.866
N 0.474 -0.533 -1.207
H 0.300 -1.901 2.789
N 0.187 -0.655 2.443
C 0.594 -0.502 0.124
C -0.236 0.037 1.208
H -0.043 1.070 1.404
H -0.036 -0.228 3.213

The energy relative to the best compared isomer or geometry (same formula, charge and spin) is 4.719 eV. The value obtained for the HOMO energy is -8.948 eV. The calculation puts the total energy at -282.60082 a.u. Its net charge is 0. As for the HOMO-LUMO gap: 9.9 eV.

***

No. 2
The following is a quantum chemistry calculation of a cluster of 6 separate species, C14H31BNO22S5 in total, from OMol25.

Cartesian coordinates (Å):
N -2.367 5.063 -2.404
C -0.405 7.252 -2.934
H -1.569 -8.728 7.609
C -2.490 5.210 -0.963
H 0.096 5.338 -3.856
H -0.531 4.315 -0.858
H -3.635 6.619 -3.607
O -0.511 -5.732 0.919
H -0.165 -9.238 6.621
C -2.048 -10.261 6.138
S 0.510 -4.653 1.495
C 0.056 0.435 0.050
O 3.786 5.680 -0.060
H 4.366 6.205 -1.979
C -1.179 4.909 -0.213
S -2.002 1.112 -1.200
S -2.979 -8.230 5.043
H 2.060 6.802 -2.617
H 1.120 0.379 -0.140
O 3.708 -3.522 -0.458
H -2.314 -10.966 6.920
H 2.434 -0.855 -3.447
H -2.951 4.302 -2.730
O -3.885 -7.294 5.607
O -0.395 -4.188 2.724
H -0.286 -1.246 -1.287
O -2.100 1.040 -2.617
H -1.117 -6.815 2.585
C 2.874 -1.853 -3.436
H 2.575 -2.414 -4.316
O 4.492 -1.580 -1.800
H -2.378 -6.429 1.387
C 3.719 6.575 -1.181
O 1.890 4.554 0.996
C -0.683 -0.825 -0.362
S 2.671 4.527 -0.191
H 1.625 7.142 -0.925
O -1.685 6.113 -4.551
O -2.030 -0.365 -0.573
H -3.270 4.559 -0.562
H 0.066 8.229 -3.137
C -1.505 -6.053 1.911
S 3.293 -2.283 -1.011
O 2.689 -1.286 -0.199
O -0.494 1.437 -0.822
C 2.256 6.545 -1.581
H -1.325 4.354 0.717
O -2.843 -8.322 3.629
H -0.633 5.822 0.035
B -2.478 6.311 -3.313
C -0.354 6.295 -4.161
H -2.119 -4.826 3.621
C 4.376 -1.816 -3.211
H 0.139 6.787 -2.097
H -0.707 -1.589 0.407
O 0.620 -3.610 0.536
O -3.273 -9.654 5.685
H -2.344 -4.046 2.027
H 4.873 -0.991 -3.714
H 0.224 6.701 -5.001
H -0.145 0.700 1.089
O -2.898 1.917 -0.450
C -1.726 -4.726 2.613
O 1.926 5.151 -1.430
O 3.268 3.302 -0.604
H 4.849 -2.765 -3.465
H -1.565 -10.771 5.304
C -1.238 -9.072 6.630
H 4.056 7.549 -0.836
O -1.517 -8.057 5.650
O 1.672 -5.278 2.019
O -1.750 7.442 -2.634
O 2.390 -2.577 -2.291
H -2.788 6.240 -0.745

The energy relative to the best compared isomer or geometry (same formula, charge and spin) is 0.000 eV. The value obtained for the HOMO energy is -3.244 eV. The calculation puts the total energy at -4277.85403 a.u. Its net charge is -1. As for the HOMO-LUMO gap: 4.4 eV.

***

No. 3
The following is a quantum chemistry calculation of the molecule C6H10N2O at a distorted geometry, from OMol25.

Cartesian coordinates (Å):
O -2.229 0.977 0.935
H 1.360 1.066 1.791
H 1.900 -2.085 -1.069
H -0.889 2.199 -1.079
H 1.659 2.190 0.466
C -1.453 0.416 0.117
H 0.106 2.236 1.357
H -0.215 -1.810 1.425
C -0.777 1.118 -1.052
C 0.218 0.617 0.018
C 0.668 -0.726 -0.184
H 2.327 -0.405 -1.283
C -0.331 -1.728 0.331
H -0.782 0.642 -2.028
H -2.375 -1.389 0.426
C 0.888 1.585 0.954
H -0.206 -2.721 -0.114
N 1.698 -1.105 -0.913
N -1.567 -1.074 -0.098

The energy relative to the best compared isomer or geometry (same formula, charge and spin) is 3.616 eV. The value obtained for the HOMO energy is -6.452 eV. The calculation puts the total energy at -419.25360 a.u. Its net charge is 0. As for the HOMO-LUMO gap: 6.1 eV.

***

No. 4
The following is a quantum chemistry calculation of the molecule C2H3F2N3 at a distorted geometry, from OMol25.

Cartesian coordinates (Å):
H -1.663 0.815 -0.331
N 0.506 -0.988 -1.002
C -1.212 -0.073 0.022
N -0.036 0.510 0.695
N -0.696 -0.863 -1.052
H 1.844 0.430 -0.386
F -0.053 1.857 0.273
H -1.667 -0.667 0.852
F 1.881 -0.883 0.899
C 1.096 -0.139 0.030

The energy relative to the best compared isomer or geometry (same formula, charge and spin) is 1.748 eV. The value obtained for the HOMO energy is -10.407 eV. The calculation puts the total energy at -441.86855 a.u. Its net charge is 0. Its SMILES is F[C@H]1N=NCN1F. As for the HOMO-LUMO gap: 10.5 eV.

***

No. 5
The following is a quantum chemistry calculation of the molecule C7H8O at a distorted geometry, from OMol25.

Cartesian coordinates (Å):
H 0.637 2.320 0.872
C 1.733 -0.055 -0.497
O 1.492 -1.155 -1.289
H 2.675 -0.185 -0.237
H -0.206 -2.330 -1.675
H 1.434 0.588 -1.330
C -1.737 -0.077 0.192
C 0.044 1.360 0.933
C -0.362 -0.713 -0.165
C 0.754 -0.086 0.609
H -2.207 0.088 -0.839
C 0.249 -1.577 -0.959
C -1.308 1.114 0.804
H -2.088 1.991 1.066
H -2.491 -0.646 1.002
H 1.381 -0.637 1.514

The energy relative to the best compared isomer or geometry (same formula, charge and spin) is 5.193 eV. The value obtained for the HOMO energy is -8.099 eV. The calculation puts the total energy at -346.58468 a.u. Its net charge is 0. Its SMILES is C1=C[C@@H]2COC=C2C1. As for the HOMO-LUMO gap: 9.1 eV.

***

No. 6
The following is a quantum chemistry calculation of a cluster of 6 separate species, C3H18O5 in total at a distorted geometry, from OMol25.

Cartesian coordinates (Å):
C 1.363 -0.689 -1.770
H -0.005 2.161 1.819
H 2.298 -0.277 -2.139
H 1.800 2.183 -0.353
H 0.768 1.810 3.082
H 0.128 -2.511 1.570
O 0.309 -1.210 3.331
H -3.085 1.885 0.680
H -2.237 -0.638 -1.978
O 0.201 -3.368 1.121
H -0.561 -1.322 3.726
C 1.274 1.801 -1.231
O 0.002 1.546 2.569
H -2.491 0.431 0.589
O -1.783 -1.147 -2.660
H -0.883 -0.819 -2.735
H 1.864 1.779 -2.138
H 1.456 -1.699 -1.373
H -0.315 0.491 -0.905
H 0.753 -0.844 -2.655
H 0.394 2.436 -1.307
C 0.770 0.369 -0.833
H -0.537 -3.306 0.500
H 0.222 -0.477 2.702
H 0.805 0.111 0.225
O -2.506 1.306 0.164

The energy relative to the best compared isomer or geometry (same formula, charge and spin) is 0.000 eV. The value obtained for the HOMO energy (alpha / beta) is 0.361 / -7.752 eV. The calculation puts the total energy at -501.24711 a.u. Its net charge is -1. The multiplicity is 2. As for the HOMO-LUMO gap (alpha / beta): 3.1 / 11.1 eV.

***

No. 7
The following is a quantum chemistry calculation of the molecule C3H9NOS at a distorted geometry, from OMol25.

Cartesian coordinates (Å):
N 0.311 -0.148 1.048
C 1.669 -0.487 1.091
H -2.070 0.953 0.176
O 1.651 -1.890 0.482
H -2.519 1.800 -2.022
C -1.525 0.309 -0.532
H 0.873 -1.993 0.018
H 0.349 -0.315 -1.108
H 0.473 1.330 -0.468
C -0.071 0.334 -0.338
H -1.840 -0.721 -0.378
S -1.845 0.685 -2.318
H 2.013 -0.649 2.081
H 2.331 0.184 0.499
H 0.200 0.607 1.768

The energy relative to the best compared isomer or geometry (same formula, charge and spin) is 1.766 eV. The value obtained for the HOMO energy is -9.374 eV. The calculation puts the total energy at -647.83317 a.u. Its net charge is 0. Its SMILES is OCNCCS. As for the HOMO-LUMO gap: 10.1 eV.

***

No. 8
The following is a quantum chemistry calculation of a cluster of 5 separate species, C23H27F5N5O3P in total at a distorted geometry, from OMol25.

Cartesian coordinates (Å):
O 2.692 -3.678 -3.598
N -4.428 -4.887 2.199
F 2.622 -1.644 3.435
F 0.380 -2.100 2.617
N -2.790 -4.160 7.349
H -0.247 -2.322 6.928
H 3.056 -2.588 -5.303
H -1.819 3.895 -5.139
H 1.535 7.209 0.691
C -2.106 -3.240 7.342
C -2.272 -2.630 -0.898
C -0.178 1.720 -0.697
H -1.662 -1.271 6.715
C 1.113 -0.364 -0.564
C -0.623 1.461 0.658
C 1.204 -1.919 1.505
C -1.222 -2.054 7.332
C 2.958 -2.390 -4.205
C 1.319 0.765 -2.785
H -1.620 1.822 -3.436
H 1.224 4.520 -0.829
C 0.113 7.358 -0.866
H -1.233 -4.348 -0.240
H 0.868 -2.037 -3.771
H -2.915 -5.502 4.914
N -0.828 6.987 -1.402
H -1.294 2.164 1.202
H -2.359 -3.659 0.946
C -3.185 -4.538 4.488
H -2.983 -4.568 -0.441
H -1.009 4.892 -3.895
H -0.096 3.485 -4.663
H 1.612 -0.834 -4.924
H -2.723 3.164 -3.012
C 2.069 -1.107 -1.537
C -2.208 -3.879 -0.109
H -1.096 -1.679 8.347
C 2.676 -1.650 2.067
N -2.322 -1.663 -1.510
H -2.280 -3.952 4.328
F 1.111 -3.063 0.774
H 3.928 -2.011 -3.811
F 3.593 -2.535 1.640
H 0.663 5.144 -2.487
C -3.888 -4.736 3.199
H 1.184 8.866 0.158
C 1.763 -1.383 -3.966
H 3.382 -3.768 -2.921
H 1.556 3.526 -2.272
C 0.825 4.259 -1.843
C 0.693 -0.656 0.770
C 0.710 0.783 -1.365
O 2.756 -2.019 -1.164
C -0.203 0.288 1.411
N 1.998 -0.494 -2.810
P -0.777 3.287 -1.529
F 3.112 -0.415 1.706
H 2.180 7.800 -0.853
O 1.277 1.547 -3.681
C -1.082 3.848 -4.300
H -3.831 -4.011 5.185
C -1.642 2.905 -3.163
C 1.329 7.839 -0.174
H -0.518 0.065 2.446

The value obtained for the HOMO energy is -7.774 eV. The calculation puts the total energy at -2232.73920 a.u. Its net charge is 0. Its SMILES is CCP(C)c1ccc(C(F)(F)C(F)(F)F)c2c1C(=O)N(CCO)C2=O.CC#N.CC#N.CC#N.CC#N. As for the HOMO-LUMO gap: 7.1 eV.

***

Question: net charge of number 1 (C3H7N3)?
Answer: 0